ORCA calculation (the ωB97M-V functional and the def2-TZVPD basis) on a molecular structure, C51H52KN8OS3Si2 in a non-equilibrium geometry.

Molar mass = 984.503 g mol⁻¹
Net charge = -1
Calculated total energy = -132280.2167 eV
Frontier orbital gap = 4.88 eV
Energy relative to the best compared isomer or geometry (same formula, charge and spin) = 0.0 kcal per mole

Structure (XYZ):
```
118
Properties=species:S:1:pos:R:3:forces:R:3
K 1.29832 -2.06133 0.13976 -1.15 -1.13 0.23
N 1.92394 0.11751 -0.72578 0.40 0.66 -0.37
S 2.54431 1.37733 -0.39065 -0.10 0.32 0.06
N 1.60416 2.79633 -0.38549 0.20 -0.27 -0.13
S 0.24722 2.47860 -1.13029 0.12 0.21 -0.11
N -1.04798 2.50057 -0.03749 -0.14 -0.23 -0.15
S -1.84033 0.90791 -0.04531 0.12 0.04 0.13
N -0.93035 -0.20121 0.02618 -0.08 -0.14 -0.04
C -2.77904 1.05925 -1.57390 0.00 -0.01 0.06
C -2.27039 0.30313 -2.61696 -0.01 0.05 0.08
C -2.87357 0.38150 -3.86216 -0.05 0.04 -0.04
C -3.98168 1.19714 -4.04594 0.02 -0.03 -0.01
C -4.49007 1.94093 -2.98759 -0.03 0.00 -0.03
C -3.88630 1.87682 -1.74271 0.02 0.05 0.06
C -3.04424 1.11696 1.25977 0.09 -0.05 0.01
C -2.64275 1.61636 2.49031 0.03 0.01 0.08
C -3.49971 1.51401 3.57490 0.06 0.03 -0.03
C -4.72755 0.88536 3.43628 -0.03 -0.01 0.03
C -5.09757 0.34117 2.21621 -0.01 0.00 -0.01
C -4.25181 0.44510 1.12411 -0.01 0.04 -0.04
C -1.32319 3.69473 0.67003 -0.11 0.15 0.19
C -0.42207 4.12393 1.64492 -0.17 0.06 -0.07
C -0.65987 5.31643 2.30982 0.03 -0.03 0.01
C -1.79024 6.06820 2.01977 0.06 0.07 0.10
C -2.67714 5.63930 1.04708 -0.12 0.02 -0.10
C -2.44009 4.46077 0.35842 0.09 0.02 0.10
C -0.12787 4.04926 -1.90250 0.03 0.02 -0.10
C 0.55578 5.20395 -1.55464 -0.08 -0.11 0.02
C 0.21101 6.40170 -2.16273 0.00 -0.01 0.00
C -0.79826 6.43520 -3.11224 -0.06 -0.06 -0.03
C -1.47071 5.26935 -3.46008 -0.01 0.14 -0.03
C -1.13973 4.06943 -2.85710 0.19 -0.07 0.16
C 3.29156 1.56051 1.23666 -0.13 -0.02 -0.13
C 3.80547 2.77751 1.65338 0.07 0.19 0.05
C 4.43233 2.87033 2.88363 0.00 0.05 -0.01
C 4.54583 1.74624 3.69238 -0.01 -0.01 0.00
C 4.02682 0.53595 3.26756 -0.06 0.00 -0.04
C 3.39763 0.43652 2.02989 0.04 -0.20 0.31
C 3.92350 1.88218 -1.42747 -0.05 -0.04 0.05
C 4.13887 3.17705 -1.86771 -0.08 0.14 -0.02
C 5.23369 3.44384 -2.67442 0.02 0.05 -0.02
C 6.10386 2.42095 -3.02516 0.02 0.02 -0.02
C 5.87732 1.12838 -2.57977 -0.02 -0.04 0.03
C 4.77835 0.85074 -1.78208 0.00 -0.08 0.02
H -1.41343 -0.32900 -2.43094 0.06 -0.07 0.02
H -2.48043 -0.20342 -4.68193 0.00 -0.02 -0.02
H -4.46239 1.24291 -5.01339 -0.01 0.02 -0.05
H -5.36193 2.56597 -3.13015 -0.01 0.00 -0.01
H -4.28195 2.44780 -0.91303 -0.02 -0.03 0.01
H -1.66497 2.05779 2.61231 0.00 -0.01 0.01
H -3.19406 1.90702 4.53517 0.01 0.00 0.00
H -5.38460 0.79191 4.29108 -0.01 0.00 0.00
H -6.03336 -0.19001 2.11676 -0.04 -0.02 -0.01
H -4.51687 -0.02638 0.18933 -0.01 -0.04 -0.10
H 0.44931 3.52226 1.85537 0.06 -0.05 0.03
H 0.03708 5.65257 3.06560 0.02 0.02 0.02
H -1.97758 6.99187 2.55126 0.01 0.02 0.01
H -3.55110 6.23255 0.80944 0.00 0.00 0.00
H -3.10310 4.13998 -0.43139 -0.01 -0.01 -0.02
H 1.32993 5.14793 -0.80326 0.07 -0.01 0.00
H 0.73437 7.30963 -1.89473 0.01 0.02 0.02
H -1.06059 7.37057 -3.58685 -0.01 0.04 -0.03
H -2.25091 5.29321 -4.20835 -0.03 0.01 -0.03
H -1.65843 3.15880 -3.12495 -0.04 -0.10 -0.01
H 3.72115 3.64632 1.01519 0.00 0.03 -0.02
H 4.84285 3.81827 3.20694 0.00 0.01 0.01
H 5.04840 1.81554 4.64804 0.01 0.00 0.02
H 4.11999 -0.34754 3.88492 0.01 -0.01 0.01
H 3.02717 -0.53049 1.71678 0.03 0.14 -0.27
H 3.44755 3.96214 -1.59500 -0.02 0.02 0.01
H 5.40542 4.45245 -3.02845 0.01 0.01 -0.01
H 6.96337 2.63375 -3.64707 0.02 0.01 -0.02
H 6.56261 0.33259 -2.83688 0.01 -0.02 -0.01
H 4.58071 -0.15116 -1.42157 0.00 -0.03 0.01
C -3.11462 -5.63319 -1.86834 0.18 0.22 0.07
Si -2.02252 -4.20051 -1.21368 0.01 -0.09 0.13
C -3.27000 -2.80766 -0.84677 0.09 -0.17 -0.04
C -1.06293 -3.53314 -2.72054 -0.09 -0.08 0.15
C -0.91882 -4.55161 0.20281 -0.52 0.34 0.02
C 0.31499 -5.25190 0.00304 -0.07 0.00 -0.16
C 0.48836 -6.21379 -1.03028 0.00 -0.02 -0.09
C 1.67829 -6.87950 -1.18335 -0.01 -0.02 -0.05
C 2.72615 -6.62065 -0.30309 0.08 0.04 0.07
C 2.50142 -5.66231 0.67053 0.24 -0.09 -0.06
N 1.37126 -4.98318 0.81558 -0.13 0.15 0.17
Si -1.49126 -4.24512 1.91922 0.01 -0.03 0.01
C -1.53076 -2.44354 2.53048 0.03 -0.03 0.04
C -0.52710 -5.17797 3.25858 -0.14 0.06 -0.17
C -3.29459 -4.82863 2.18207 0.20 -0.01 -0.14
H -3.81912 -5.28823 -2.62895 -0.04 0.05 -0.06
H -3.68777 -6.06491 -1.04680 -0.04 -0.01 0.08
H -2.52151 -6.43609 -2.30683 0.06 -0.06 -0.03
H -3.78241 -2.53932 -1.77472 -0.03 0.03 -0.08
H -2.74537 -1.92881 -0.47315 0.07 0.06 0.03
H -4.03002 -3.08982 -0.12025 -0.06 -0.03 0.06
H -1.68846 -3.50264 -3.61614 -0.05 -0.01 -0.05
H -0.18082 -4.13209 -2.94397 0.07 -0.07 -0.02
H -0.72250 -2.51399 -2.51892 0.03 0.04 0.05
H -0.34744 -6.45144 -1.67439 -0.04 0.01 -0.02
H 1.78854 -7.61319 -1.97588 0.01 0.00 0.02
H 3.68218 -7.11930 -0.37912 0.01 0.00 0.00
H 3.29616 -5.38294 1.35317 0.04 -0.04 0.01
H -0.55269 -2.12995 2.90633 0.09 0.01 -0.02
H -2.23573 -2.34636 3.36099 -0.04 0.00 0.07
H -1.81615 -1.73347 1.75516 -0.05 -0.01 -0.07
H 0.49649 -4.82210 3.34336 0.06 0.05 -0.01
H -0.48444 -6.24718 3.04892 0.00 -0.08 -0.04
H -1.03517 -5.04050 4.21622 -0.03 0.01 0.08
H -4.01666 -4.27989 1.57923 -0.05 0.05 -0.05
H -3.58863 -4.71624 3.22701 0.02 0.02 0.12
H -3.38367 -5.88341 1.91713 -0.01 -0.09 -0.01
O 3.71553 -2.32338 0.27784 1.01 -0.23 0.25
N 4.43985 -3.03088 1.03706 -0.26 0.26 -0.13
C 5.61594 -2.52075 1.39457 -0.31 -0.12 -0.12
C 6.10297 -1.27325 0.93414 0.11 0.43 -0.19
N 6.52019 -0.26272 0.56678 0.01 -0.01 0.02
C 6.42592 -3.28196 2.26660 0.30 -0.34 0.30
N 7.10522 -3.88417 2.97725 0.00 0.02 0.01
```
Positions in Å, forces in eV/Å.



ORCA calculation (the ωB97M-V functional and the def2-TZVPD basis) on a molecular structure, C28H28Cl2Sb2Sn in a non-equilibrium geometry.

Molar mass = 797.669 g mol⁻¹
Net charge = +2
Calculated total energy = -73423.5475 eV
Frontier orbital gap = 6.30 eV
Energy relative to the best compared isomer or geometry (same formula, charge and spin) = 0.0 kcal per mole

Structure (XYZ):
```
61
Properties=species:S:1:pos:R:3:forces:R:3
Sn -2.18091 0.35668 -0.66930 1.02 -0.28 -0.15
Cl -4.76967 -0.40287 0.46455 0.14 -0.27 -0.46
C -5.30575 -1.09296 -1.12614 -0.18 0.24 0.07
Cl -3.99388 -1.50953 -2.21676 0.56 -0.01 -0.02
H -5.90229 -0.33491 -1.62623 -0.17 -0.18 0.25
H -5.80226 -2.02512 -0.91907 -0.43 0.02 0.20
C 1.61238 -0.37990 1.84325 -0.65 -0.42 0.27
C 2.30612 -0.03972 0.52002 0.35 0.82 -0.18
C 2.30603 -1.17950 -0.49146 -0.64 0.10 -0.42
Sb 0.44981 -1.33982 -1.70036 0.91 0.37 -1.26
C 1.31338 -2.50061 -3.32359 -0.46 -0.65 0.40
C 1.55936 -2.04378 -4.61652 -0.07 0.53 -0.11
C 2.19284 -2.88829 -5.54049 0.24 0.31 0.47
C 2.62164 -4.17171 -5.17550 -0.24 0.42 -0.49
C 2.30558 -4.63517 -3.90113 0.67 -0.21 0.03
C 1.66377 -3.80334 -2.99002 0.09 -0.50 0.38
C 0.51627 0.44090 -2.89744 -0.05 0.25 0.22
C 1.53894 1.36306 -2.77091 0.88 0.59 0.78
C 1.40055 2.69295 -3.20853 0.57 -0.12 0.03
C 0.28674 3.04169 -3.96264 -0.65 0.27 0.14
C -0.73345 2.09400 -4.16974 0.93 -0.08 -0.32
C -0.58955 0.80719 -3.67782 -0.47 -0.24 0.43
Sb -0.56660 0.14588 1.94885 0.47 0.63 1.04
C -1.24276 -0.77246 3.84766 0.06 -0.02 -0.52
C -2.52976 -1.30831 3.99332 0.04 0.56 -0.35
C -2.98425 -1.77799 5.21597 0.84 -0.42 0.24
C -2.10720 -1.76041 6.32955 -1.24 -0.10 -0.22
C -0.82447 -1.26523 6.17826 0.47 0.18 0.44
C -0.37825 -0.80351 4.93006 0.64 0.60 0.32
C -0.36196 2.31635 2.32748 0.43 -0.49 0.33
C -0.98420 3.32919 1.60098 -0.30 -0.32 -0.28
C -0.71812 4.67863 1.86164 -0.52 -0.35 -0.33
C 0.20548 5.01914 2.83695 0.67 1.22 0.13
C 0.83816 4.02717 3.58923 0.13 -0.22 -0.01
C 0.54027 2.68970 3.33410 0.27 -0.66 0.58
H 2.02957 0.18041 2.68908 -0.15 -0.03 -0.23
H 1.68437 -1.45850 2.09538 -0.08 0.59 -0.14
H 3.37328 0.28006 0.71071 -1.07 -0.38 -0.04
H 1.81287 0.83505 0.05426 0.41 -0.06 0.30
H 2.38160 -2.13011 0.02599 0.20 -0.26 -0.14
H 3.09706 -1.09796 -1.25564 -0.34 -0.06 0.34
H 1.32100 -1.00442 -4.89893 0.07 -0.69 0.07
H 2.43030 -2.47071 -6.51566 -0.07 -0.23 0.09
H 3.20095 -4.75691 -5.91275 -0.50 0.20 0.67
H 2.65703 -5.61576 -3.56728 -0.26 0.29 -0.19
H 1.49370 -4.19380 -1.98088 -0.04 0.11 -0.34
H 2.49781 1.07203 -2.30067 -0.73 0.27 -0.02
H 2.18457 3.42682 -2.90784 -0.69 -0.64 -0.69
H 0.17437 4.04835 -4.38451 0.08 -0.43 0.34
H -1.60326 2.29128 -4.77193 -0.05 0.35 -0.18
H -1.33511 0.05819 -3.95623 -0.05 0.14 0.27
H -3.19810 -1.28812 3.14406 -0.16 -0.16 -0.06
H -3.97285 -2.23731 5.25802 0.25 0.31 0.24
H -2.50257 -2.10324 7.30550 0.53 0.23 -0.69
H -0.16050 -1.18744 7.06239 -0.42 -0.17 -0.78
H 0.64075 -0.38598 4.85793 -0.56 -0.33 0.06
H -1.70355 3.07493 0.81201 0.16 0.18 0.23
H -1.28526 5.42431 1.28720 0.53 -0.22 0.34
H 0.49534 6.09589 2.97426 -0.49 -1.23 0.00
H 1.58735 4.26179 4.36327 -0.56 0.01 -0.49
H 1.01729 1.91376 3.97406 -0.31 0.65 -0.57
```
Positions in Å, forces in eV/Å.



ORCA calculation (the ωB97M-V functional and the def2-TZVPD basis) on C17H18N2O2S in the gas phase.

Molar mass = 314.410 g mol⁻¹
Calculated total energy = -35831.0468 eV
Frontier orbital gap = 7.57 eV
Energy relative to the best compared isomer or geometry (same formula, charge and spin) = 49.6 kcal per mole

Structure (XYZ):
```
40
Properties=species:S:1:pos:R:3:forces:R:3
O -0.45579 1.71369 -3.18649 0.07 0.21 -0.16
C 0.20349 1.13395 -2.33963 -0.12 -0.12 -0.05
C 1.66442 0.95445 -2.52352 0.29 -0.36 -0.21
C 2.27463 -0.23530 -2.54740 -0.64 0.50 0.11
C 3.65835 -0.44433 -2.86054 0.87 0.04 -0.23
C 4.32333 -1.64318 -2.90941 -0.43 0.36 0.07
C 5.68362 -1.51199 -3.24359 0.35 0.15 -0.09
C 6.04783 -0.21780 -3.44450 -0.19 0.15 0.03
S 4.73748 0.86990 -3.23367 -0.07 -0.59 0.07
N -0.36455 0.58277 -1.23652 -0.12 -0.11 0.09
C -1.79564 0.70052 -1.04373 -0.39 0.27 -0.12
C -2.10520 1.65823 0.11573 -0.07 -0.21 -0.34
N -1.44456 1.21942 1.32865 0.19 0.42 0.00
C -2.09456 0.31947 2.17389 -0.14 -0.16 0.27
C -3.42166 0.55929 2.54188 0.07 -0.06 -0.07
C -4.08748 -0.27371 3.41749 0.01 -0.18 0.07
C -3.44498 -1.37243 3.97306 0.16 0.19 -0.20
O -4.06552 -2.22229 4.84329 -0.10 -0.13 0.14
C -2.12046 -1.61294 3.63460 -0.41 -0.12 0.27
C -1.45995 -0.78523 2.74843 0.00 0.17 -0.16
C -0.02131 1.12171 1.11055 0.16 -0.28 -0.09
C 0.33507 0.16500 -0.04431 0.25 0.12 0.49
H 2.20027 1.84914 -2.81087 0.01 0.11 -0.01
H 1.71627 -1.13734 -2.32732 -0.12 -0.05 0.06
H 3.84473 -2.58620 -2.71309 -0.15 -0.15 0.05
H 6.36171 -2.34194 -3.33100 0.14 -0.11 -0.02
H 7.01258 0.16895 -3.70661 0.22 0.03 -0.06
H -2.22709 1.07000 -1.97502 0.00 -0.11 0.12
H -2.20175 -0.29175 -0.81452 -0.01 0.05 -0.01
H -3.18175 1.70986 0.26144 0.04 0.06 -0.01
H -1.73639 2.65838 -0.13504 -0.08 -0.03 -0.03
H -3.94141 1.42216 2.15557 -0.02 0.10 -0.02
H -5.11554 -0.06072 3.68095 -0.08 0.03 0.02
H -4.97046 -1.92483 4.99273 0.12 -0.03 -0.03
H -1.61864 -2.46258 4.06976 0.07 -0.10 0.05
H -0.43449 -1.01996 2.51129 0.09 0.00 -0.06
H 0.33513 2.12433 0.84498 0.06 -0.08 0.02
H 0.47766 0.81882 2.03060 0.02 0.04 -0.01
H 0.02175 -0.85501 0.20734 0.09 0.02 0.00
H 1.41087 0.17951 -0.21543 -0.15 -0.06 0.06
```
Positions in Å, forces in eV/Å.



ORCA calculation (the ωB97M-V functional and the def2-TZVPD basis) on C3H5B in the gas phase in a non-equilibrium geometry.

Molar mass = 51.885 g mol⁻¹
Calculated total energy = -3865.3689 eV
Frontier orbital gap = 10.10 eV
Energy relative to the best compared isomer or geometry (same formula, charge and spin) = 13.2 kcal per mole

Structure (XYZ):
```
9
Properties=species:S:1:pos:R:3:forces:R:3
B 1.09033 0.18844 0.30297 -0.27 -0.60 1.07
C -0.24613 -0.19331 1.19663 1.89 1.28 2.72
C 0.13320 0.37549 -0.90240 -2.41 -0.51 -2.14
C -0.75559 -0.42238 0.00679 -0.71 -1.80 -1.31
H 2.32872 0.16820 0.21987 -1.12 -0.42 0.71
H -0.71354 -0.30706 2.23175 1.13 -0.33 -1.60
H -0.29002 1.34384 -0.76209 -0.17 1.03 -0.70
H -0.05523 0.03249 -1.96868 1.53 0.58 0.97
H -1.49174 -1.18570 -0.32485 0.12 0.76 0.28
```
Positions in Å, forces in eV/Å.